{
  "formula": "C20H56FNO12S",
  "method": "ωB97M-V/def2-TZVPD",
  "species": ["C", "C", "O", "C", "O", "N", "C", "C", "C", "O", "S", "O", "O", "F", "H", "H", "H", "H", "H", "H", "H", "H", "H", "H", "H", "H", "H", "H", "C", "C", "O", "H", "H", "H", "H", "H", "H", "C", "C", "O", "H", "H", "H", "H", "H", "H", "C", "C", "O", "H", "H", "H", "H", "H", "H", "C", "C", "O", "H", "H", "H", "H", "H", "H", "C", "C", "O", "H", "H", "H", "H", "H", "H", "C", "C", "O", "H", "H", "H", "H", "H", "H", "C", "C", "O", "H", "H", "H", "H", "H", "H"],
  "coordinates": [[5.22606, 1.58516, 1.32336], [4.38213, 0.35488, 1.62994], [4.39567, -0.54956, 0.55777], [2.95718, 0.84987, 1.79023], [2.05519, -0.25348, 1.93589], [1.14999, -0.27198, 0.85713], [-0.21712, 0.00394, 1.39297], [-0.87136, 1.12177, 0.62308], [-0.22342, 2.47556, 0.76838], [-0.19092, 2.97080, 2.09837], [1.29767, -1.85291, 0.18234], [1.95414, -1.70804, -1.05417], [1.94509, -2.75927, 1.03132], [-0.11871, -2.34527, -0.17539], [6.27319, 1.34525, 1.23658], [4.84251, 2.03441, 0.41567], [5.06480, 2.31538, 2.10950], [4.73438, -0.12174, 2.53365], [4.24424, -0.06508, -0.27105], [2.71091, 1.35220, 0.86670], [2.87510, 1.54891, 2.61376], [-0.07432, 0.27510, 2.42749], [-0.87987, -0.85209, 1.40082], [-0.80915, 0.87418, -0.43208], [-1.92139, 1.20067, 0.85789], [0.77156, 2.50234, 0.32832], [-0.81834, 3.17251, 0.19293], [-0.21910, 2.24479, 2.73448], [-1.17046, -3.54915, -3.77790], [-1.08934, -2.15816, -4.37766], [-1.08787, -1.15460, -3.36320], [-2.07061, -3.64828, -3.17084], [-1.18615, -4.31208, -4.55734], [-0.31389, -3.73700, -3.12634], [-1.95264, -1.96302, -5.01185], [-0.18466, -2.05827, -4.98627], [-0.32237, -1.30830, -2.80051], [5.05062, -3.10745, -1.91298], [5.34697, -1.95930, -2.85719], [5.53885, -0.76752, -2.10190], [4.17708, -2.86778, -1.30809], [4.86182, -4.03562, -2.45565], [5.88163, -3.27294, -1.22414], [4.50411, -1.77948, -3.52268], [6.23076, -2.16264, -3.47238], [6.28050, -0.90813, -1.50373], [-1.65643, 3.16635, -4.74096], [-1.75478, 2.84596, -3.25990], [-2.56120, 1.70146, -3.02038], [-2.64945, 3.33371, -5.15896], [-1.04819, 4.05657, -4.91367], [-1.20910, 2.33166, -5.28460], [-2.21732, 3.67295, -2.72068], [-0.75518, 2.68011, -2.83963], [-2.15468, 0.95470, -3.47929], [2.05330, -6.25876, -0.27564], [2.80974, -5.92787, 0.99922], [3.43706, -4.65612, 0.91963], [2.72904, -6.24333, -1.13137], [1.58680, -7.24374, -0.21399], [1.27283, -5.51729, -0.46272], [3.59926, -6.65756, 1.17438], [2.13086, -5.94428, 1.85971], [2.74875, -3.99293, 0.77796], [-0.06052, 7.07093, -1.98355], [0.12199, 5.58062, -1.76574], [-0.93871, 5.02859, -0.98822], [-0.11201, 7.58994, -1.02651], [0.76358, 7.48664, -2.56469], [-0.99370, 7.27183, -2.51503], [1.04282, 5.38384, -1.21937], [0.17483, 5.05701, -2.72695], [-1.76281, 5.18250, -1.46326], [-4.79259, -1.96627, 3.38407], [-3.62443, -1.04942, 3.07110], [-3.57176, -0.74188, 1.67513], [-4.71490, -2.89074, 2.81126], [-4.82511, -2.21370, 4.44649], [-5.73783, -1.49394, 3.10944], [-2.68374, -1.53695, 3.32680], [-3.69945, -0.12158, 3.64307], [-4.39484, -0.30037, 1.44023], [-6.98378, 1.00265, 4.87108], [-5.75092, 1.25669, 5.71865], [-4.64983, 1.70986, 4.93127], [-6.77020, 0.26251, 4.10129], [-7.81296, 0.64306, 5.48147], [-7.29930, 1.91821, 4.36529], [-5.42625, 0.34078, 6.20963], [-5.96978, 2.00031, 6.49157], [-4.91961, 2.52877, 4.50112]],
  "forces_ev_per_a": [[-0.5102, -0.1550, 0.4939], [-0.3451, 0.8919, -0.6484], [0.3062, -0.4553, -0.0553], [0.4554, -0.3739, -0.2432], [-0.0422, 0.2437, 0.2333], [-1.2650, -1.2188, 0.4920], [-0.3699, 0.3581, 0.0355], [0.4366, 0.1343, -0.5200], [-0.3168, 0.1722, 0.0100], [0.0304, -0.0560, 0.4018], [2.5372, 1.3148, -1.3928], [-0.3120, 0.6899, -1.6171], [-1.4950, 0.0145, 2.2879], [-0.8227, 0.2321, 0.5799], [0.3143, -0.0085, -0.0967], [0.1656, 0.1230, -0.4202], [0.2767, 0.2383, 0.2206], [0.0711, -0.5015, 0.0999], [0.1913, -0.3146, 0.0871], [-0.2324, 0.3383, -0.2225], [-0.3635, 0.0012, 0.3581], [0.1712, -0.0294, 0.4041], [0.0321, -0.3177, -0.0965], [-0.1931, -0.1044, -0.3522], [-0.3473, -0.1863, 0.2785], [0.3475, -0.1709, 0.0448], [0.0031, 0.2052, -0.0523], [0.0583, 0.1424, -0.2248], [-0.0527, 0.0294, 0.0657], [0.2265, -0.1231, 0.1871], [-0.1736, 0.1700, -0.1322], [-0.0390, 0.0015, -0.0396], [0.0251, -0.0053, 0.0060], [0.0541, -0.0259, -0.0661], [-0.0142, 0.0914, 0.0223], [-0.0609, -0.0304, -0.0930], [0.0840, 0.0333, 0.0423], [-0.1226, -0.0771, -0.0742], [0.0937, -0.2573, 0.4168], [0.0463, 0.4905, -0.2709], [0.0225, -0.0650, -0.0369], [0.0197, -0.0189, 0.0143], [0.0402, -0.0422, -0.0490], [-0.0108, 0.1082, 0.0037], [-0.0411, 0.0000, -0.0402], [-0.1134, -0.0657, 0.0411], [-0.0654, 0.0028, -0.0012], [0.0603, -0.3434, -0.2090], [-0.0327, 0.1409, -0.0477], [-0.0134, 0.0455, 0.0190], [0.0186, -0.0117, -0.0185], [0.0754, 0.0195, 0.0150], [-0.0275, -0.1490, -0.0144], [-0.0063, 0.1755, 0.0422], [0.0138, -0.1520, 0.1925], [0.0245, -0.0452, -0.0268], [0.1102, 0.5372, -0.1018], [0.5405, -1.1687, -0.1578], [0.0357, -0.0267, 0.0081], [-0.0398, -0.0009, -0.0181], [-0.0570, -0.0253, 0.0346], [0.0084, -0.0608, 0.0470], [-0.0473, -0.1565, 0.0392], [0.5455, -0.4564, 0.0953], [-0.0178, 0.0017, 0.0711], [-0.2984, 0.0665, -0.0971], [0.0908, 0.2291, -0.0138], [0.0494, -0.0072, 0.0170], [-0.0104, 0.0030, -0.0220], [0.0322, -0.0100, -0.0741], [-0.0235, -0.0761, 0.0560], [0.1244, 0.0153, -0.0163], [0.0608, 0.0460, 0.0952], [0.0744, -0.0779, -0.0433], [-0.3217, 0.1306, -0.0644], [0.1923, -0.0858, 0.0496], [0.0357, -0.0269, 0.0296], [-0.0239, 0.0180, 0.0040], [-0.0153, 0.0359, 0.0542], [0.0557, 0.0104, -0.1158], [0.0417, -0.0521, 0.1018], [0.0629, -0.0100, -0.0200], [0.0575, 0.0112, -0.0404], [-0.0739, 0.2411, -0.1512], [-0.0854, -0.0693, 0.0181], [-0.0017, -0.0580, 0.0194], [-0.0118, 0.0159, -0.0006], [-0.0473, 0.0239, 0.0646], [0.0831, 0.0040, -0.0043], [-0.0301, -0.0966, 0.0900], [0.0909, -0.0284, 0.0121]],
  "mulliken_charge": [-1.442, 0.147, -0.434, -0.648, -0.377, 0.547, -1.163, -0.044, 0.069, -0.567, 1.257, -0.658, -0.844, -0.192, 0.346, 0.387, 0.414, 0.461, 0.363, 0.305, 0.334, 0.435, 0.453, -0.093, 0.356, -0.051, 0.193, 0.361, -0.941, -0.280, -0.331, 0.273, 0.356, 0.164, 0.295, 0.300, 0.180, -0.768, -0.431, -0.477, 0.082, 0.395, 0.368, 0.263, 0.304, 0.274, -1.149, 0.293, -0.513, 0.300, 0.326, 0.327, 0.016, 0.167, 0.245, -0.840, -0.291, -0.531, 0.200, 0.386, 0.161, 0.289, 0.263, 0.427, -1.239, 0.043, -0.493, 0.303, 0.364, 0.349, 0.276, 0.112, 0.240, -1.249, 0.182, -0.504, 0.376, 0.330, 0.216, 0.276, 0.106, 0.275, -0.832, -0.280, -0.476, 0.089, 0.333, 0.342, 0.266, 0.312, 0.273],
  "e_homo_ev": -9.17,
  "smiles": "C[C@H](O)CON(CCCO)S(=O)(=O)F.CCO.CCO.CCO.CCO.CCO.CCO.CCO",
  "e_lumo_ha": 0.020,
  "homo_lumo_gap_ev": 9.73
}

{
  "formula": "C20H58IMnO18",
  "method": "ωB97M-V/def2-TZVPD",
  "species": ["Mn", "I", "C", "C", "C", "O", "C", "C", "C", "O", "O", "O", "H", "H", "C", "O", "H", "H", "H", "H", "C", "O", "H", "H", "H", "H", "C", "O", "H", "H", "H", "H", "C", "O", "H", "H", "H", "H", "C", "O", "H", "H", "H", "H", "C", "O", "H", "H", "H", "H", "C", "O", "H", "H", "H", "H", "C", "O", "H", "H", "H", "H", "C", "O", "H", "H", "H", "H", "C", "O", "H", "H", "H", "H", "C", "O", "H", "H", "H", "H", "C", "O", "H", "H", "H", "H", "C", "O", "H", "H", "H", "H", "C", "O", "H", "H", "H", "H"],
  "coordinates": [[-0.80486, -0.50694, 1.67450], [-1.03086, 1.54467, -0.29921], [-0.72105, -4.54885, 2.98468], [-0.25478, -5.74118, 2.29347], [0.51344, -5.53391, 0.97310], [1.13082, -6.50859, 0.62078], [0.51620, -4.18863, 0.40007], [-0.17828, -3.17450, 0.97052], [-0.63905, -3.29569, 2.47062], [-1.10503, -2.19110, 2.95435], [-0.34298, -2.05735, 0.33442], [-0.39618, -6.91290, 2.59813], [-1.17311, -4.71626, 4.04404], [0.92282, -4.01628, -0.58992], [-1.80920, 0.06199, 4.65732], [-1.56373, 0.63160, 3.36626], [-0.88475, 0.13257, 5.20564], [-2.45423, 0.82435, 5.10950], [-2.33564, -0.91075, 4.64506], [-2.16223, 1.42055, 3.07339], [-0.67136, 4.97493, 2.23232], [-1.87840, 4.77986, 1.49521], [-0.84985, 5.06432, 3.28979], [0.03184, 4.16212, 2.11323], [-0.17551, 5.85460, 1.93420], [-1.69475, 4.13536, 0.77659], [4.81288, 1.76924, 0.28883], [5.33085, 2.93865, -0.28507], [3.74981, 1.99596, 0.48828], [4.85589, 0.92419, -0.42949], [5.32773, 1.55207, 1.21969], [4.90919, 3.14543, -1.11047], [-1.51706, -0.75336, -4.50179], [-0.36384, -1.58151, -4.24064], [-2.34846, -1.43640, -4.46351], [-1.61534, -0.14215, -3.67107], [-1.41383, -0.26128, -5.51922], [-0.52855, -1.91479, -3.34540], [3.43055, -2.24789, -0.43760], [2.37964, -1.36574, -0.15287], [4.33956, -1.73792, -0.73065], [3.65742, -2.92682, 0.36835], [3.12098, -2.78605, -1.31421], [1.53084, -1.80927, -0.24385], [-3.83510, -1.52839, 0.49018], [-3.07978, -1.04235, 1.51375], [-3.55829, -2.48291, 0.09701], [-4.87202, -1.65628, 0.81037], [-3.87998, -0.80818, -0.35816], [-2.94030, -1.78592, 2.07611], [0.65512, 1.88423, -4.39182], [2.03251, 2.05354, -4.06423], [0.26942, 1.25733, -3.58562], [0.25259, 2.89897, -4.29674], [0.53798, 1.44889, -5.39189], [2.51828, 1.25470, -4.18154], [-4.42863, 1.94633, 2.05837], [-3.26287, 2.41512, 2.70543], [-4.59628, 2.41327, 1.04884], [-4.28508, 0.90231, 1.86233], [-5.32279, 1.99473, 2.76292], [-2.91855, 3.22529, 2.31714], [4.15560, 4.82880, -3.34737], [3.49255, 3.94551, -2.47915], [4.50865, 5.66538, -2.70840], [5.01006, 4.37580, -3.80659], [3.56427, 5.19314, -4.13180], [3.16341, 3.15984, -2.98717], [-4.97554, 2.11709, -2.01071], [-4.16004, 2.69086, -0.98149], [-6.04185, 2.31674, -1.80884], [-4.86790, 2.53233, -2.95820], [-4.80977, 0.97646, -2.05095], [-3.26289, 2.35498, -1.10423], [1.80380, -1.36563, 3.29978], [1.29287, -0.51012, 2.15439], [2.21206, -2.32373, 2.95776], [2.45415, -0.68071, 3.91156], [0.98924, -1.66864, 3.96839], [1.81258, -0.80016, 1.37384], [3.29330, -1.60503, -5.14034], [2.54703, -0.67411, -4.36725], [3.41065, -2.61696, -4.67296], [2.77076, -1.83736, -6.10515], [4.32465, -1.24950, -5.23652], [1.62189, -1.00088, -4.32526], [-1.68771, -3.98815, -1.93004], [-1.38892, -2.57161, -2.05000], [-1.83884, -4.23380, -0.88071], [-2.63441, -4.17784, -2.48190], [-0.92715, -4.71855, -2.26001], [-1.12121, -2.29911, -1.16665], [1.35996, 1.71211, 5.25081], [0.05786, 2.35764, 5.12988], [1.21336, 0.71234, 5.57521], [1.97077, 1.76706, 4.41071], [1.96042, 2.24917, 6.00521], [-0.20744, 2.32965, 4.23426]],
  "forces_ev_per_a": [[-0.4015, 0.5862, -0.0554], [0.2165, -0.0523, 0.1187], [-0.6572, -1.1787, 2.8425], [-0.3008, 0.2143, -0.4614], [0.4410, 0.9984, 0.8656], [0.5678, -0.1131, -1.3375], [-0.1075, -1.0988, -0.2806], [0.8625, -0.7331, 1.0236], [-0.9615, 0.4674, -2.1836], [0.2889, -0.6257, 0.2389], [-0.3509, 0.4149, 0.4734], [-0.4818, 0.5820, 0.9190], [0.7928, 0.4274, -1.9680], [0.0777, -0.2241, -0.0894], [-1.3696, 1.7114, -0.1634], [0.4210, 0.0378, -1.1423], [0.2276, -0.7213, 0.2417], [-0.1553, -0.4439, 0.5275], [0.7186, 0.4465, -0.2035], [0.0990, -1.1880, 0.7265], [-0.2686, -0.8760, 0.0091], [0.1128, -0.7109, -0.0771], [-0.5432, -0.0199, 0.4622], [0.1044, -0.4411, -0.2196], [0.5572, 1.2586, -0.5922], [-0.0074, 0.4426, 0.3913], [-1.4517, 0.2103, -0.9247], [1.6785, 0.3797, 0.6962], [0.1831, -0.6968, 0.2889], [0.0796, 0.1388, 0.5875], [0.1535, -0.0376, -0.0635], [-0.8067, 0.0902, -0.6046], [1.1219, -1.7922, -1.7420], [0.5901, 0.7344, -0.9830], [-0.8019, -0.0454, -0.4910], [-0.3770, 2.0227, 1.1439], [-0.1499, -0.4312, 1.4740], [-0.0489, -0.4078, 0.2800], [-0.1173, -0.2935, -0.7518], [0.2230, 1.0379, 0.7145], [0.0478, 0.5784, 0.2071], [-0.0176, -0.3366, 0.3981], [0.1567, -0.7980, -0.4222], [-0.4584, -0.2170, -0.2085], [-2.3965, 0.6991, -2.3062], [0.8541, 0.9609, 0.4500], [0.7826, -0.6894, -0.2362], [-0.2621, 0.0556, 0.0966], [0.3454, -0.3717, 0.5976], [0.6023, -0.7793, 1.3733], [0.9158, 0.1484, 0.9836], [0.2957, 1.6793, -0.1809], [-0.6900, -0.0747, -0.4203], [-0.3181, -0.3973, -0.3077], [-0.2026, 0.1393, 0.2361], [0.2223, -1.4610, -0.2251], [-1.4260, 0.1271, -0.2875], [0.2553, 0.2538, 0.5386], [0.0411, -0.1407, 1.2997], [0.1431, -0.6314, -0.0958], [0.9798, 0.3917, -0.9220], [-0.0187, 0.4838, -0.3139], [0.9136, 0.2749, 1.7475], [-0.2472, -1.1443, -0.2289], [-0.1932, -0.3382, -0.5430], [0.8220, -0.3857, -0.2562], [-1.2545, 0.6558, -1.0593], [-0.1270, 0.8930, 0.3549], [-0.4614, -2.0701, 2.0890], [-0.9406, 0.0714, -1.0456], [0.4031, -0.2457, 0.5275], [0.9517, 0.7835, -1.8147], [-0.3483, 1.6103, -0.0945], [0.2492, -0.0586, 0.1375], [-0.5746, 1.6300, 0.0252], [0.8707, -1.4553, 1.9186], [0.4421, 0.5861, -0.2105], [-0.0922, -1.1070, -0.8295], [-0.2164, 0.4225, -0.4675], [0.1404, 0.2312, -0.2083], [-0.3401, -1.1991, -0.1178], [-0.1264, -0.6722, -0.1834], [-0.3220, 0.7449, 0.1634], [0.7547, 0.5692, 0.4541], [-0.4025, 0.2528, -0.4019], [0.1736, 0.2080, 0.0988], [-0.8881, 0.2138, -0.1889], [-0.3009, -1.6458, -0.5072], [-0.2283, 0.0495, 0.0413], [0.6138, 0.0477, 0.2663], [0.0708, 0.8056, -0.2660], [0.5185, 0.4623, 0.6278], [-1.3181, 1.7056, 1.7246], [1.8244, 0.0030, 1.5767], [0.0327, -1.0676, 0.2111], [0.6012, -0.0780, -2.0048], [-0.5713, -0.1534, 0.0719], [-0.4402, -0.2908, -1.5535]],
  "mulliken_spin": [4.760, 0.022, 0.011, 0.001, 0.000, 0.002, 0.012, -0.030, -0.006, 0.012, 0.053, 0.001, 0.000, 0.000, 0.010, 0.039, -0.002, 0.002, 0.001, -0.002, 0.000, 0.000, 0.000, 0.000, 0.000, 0.001, 0.000, 0.000, 0.000, 0.000, 0.000, 0.000, -0.001, 0.000, 0.000, 0.001, 0.000, 0.000, -0.001, -0.004, 0.000, 0.000, 0.000, -0.002, 0.009, 0.027, 0.000, 0.001, -0.002, -0.001, -0.001, 0.000, 0.002, 0.000, 0.000, 0.000, 0.001, 0.000, 0.000, 0.001, 0.000, -0.001, 0.000, 0.000, 0.000, 0.000, 0.000, 0.000, 0.000, 0.000, 0.000, 0.000, 0.000, 0.002, 0.016, 0.057, 0.000, 0.004, 0.000, -0.007, 0.000, 0.000, 0.000, 0.000, 0.000, 0.000, 0.000, -0.001, 0.000, 0.000, 0.000, 0.013, -0.001, 0.000, 0.000, 0.000, 0.000, 0.001],
  "multiplicity": 6,
  "charge": -1,
  "e_homo_ev": [-5.59, -5.67],
  "s2": 8.7526,
  "e_lumo_ha": [0.089, 0.089],
  "homo_lumo_gap_ev": [8.01, 8.08]
}